1.
Entry from the Open Molecules 2025 dataset: a 2-piece molecular cluster, CH4FOP overall (ωB97M-V/def2-TZVPD).

Computed properties:
**Orbital gap (alpha / beta)**: 8.11 / 8.10 eV
**HOMO (alpha / beta)**: -8.1 / -8.1 eV

Cartesian coordinates (Å):
C -0.2625 -0.4856 0.7382
O -0.9236 -1.3642 0.0352
F 0.9594 -0.8659 1.2254
P 0.0533 1.1910 -1.2979
H -0.9775 -0.0186 1.4898
H -0.3799 -1.9679 -0.3671
H 1.4224 0.9902 -1.0093
H 0.1085 2.5210 -0.8143

Atomic forces in eV per Å
-0.27 3.54 -0.27
-2.44 0.36 1.43
-1.24 0.18 -0.47
0.08 -1.35 1.86
1.55 -0.40 -0.74
2.22 -2.36 -1.83
0.16 0.07 -0.26
-0.06 -0.04 0.27

2.
Entry from the Open Molecules 2025 dataset: a 2-piece molecular cluster, CH4FOPS overall (ωB97M-V/def2-TZVPD).

Computed properties:
**Orbital gap (alpha / beta)**: 6.53 / 6.53 eV
**HOMO (alpha / beta)**: -9.4 / -9.4 eV

Cartesian coordinates (Å):
C -0.3579 -0.2293 1.2092
O -0.5650 0.5666 -1.2476
F -1.4375 -1.6815 -0.6619
P -0.0682 -0.8038 -0.5057
S 0.2032 -1.7452 -4.0142
H -0.7663 -1.0915 1.8129
H 0.7327 0.0162 1.5270
H -0.8412 0.8078 1.4910
H -1.1143 0.4756 -2.0134

Atomic forces in eV per Å
1.61 1.62 1.68
0.55 0.27 0.76
0.37 0.06 -0.07
-1.53 0.41 0.02
-0.01 0.02 0.09
0.55 1.03 -0.47
-1.54 -0.83 0.00
0.25 -2.26 -1.16
-0.26 -0.32 -0.86

Looking at maximum force for the records above, in order, we have 3.7, 2.8 eV/Å.